No. 1
ORCA calculation (ωB97M-V with the def2-TZVPD basis set) on a molecular structure, C38H49AuCl2O4S3SiTe.

Geometry as XYZ:
```
99
Properties=species:S:1:pos:R:3:forces:R:3:lowdin_charge:R:1
Au 0.79904 0.82263 -0.39451 -0.067 -0.271 -0.087 0.208
Cl 1.86673 0.72534 2.12638 0.084 -0.037 0.001 0.713
C 3.19670 1.84205 1.91742 -0.125 -0.002 -0.075 -0.619
C 4.05266 1.94040 3.00160 0.029 0.053 -0.035 -0.136
C 5.12445 2.81159 2.95145 -0.002 -0.024 0.017 -0.091
C 5.32034 3.57123 1.81096 0.006 0.015 0.003 -0.124
C 4.45309 3.45111 0.74180 0.038 0.059 -0.048 -0.688
Cl 4.77479 4.44746 -0.64761 -0.020 -0.040 0.039 0.648
C 3.34816 2.57933 0.73433 -0.015 0.021 0.015 -0.688
S 2.34046 2.55052 -0.70647 -0.061 -0.101 0.073 0.503
H 3.86713 1.33211 3.87555 -0.008 -0.006 0.005 0.098
H 5.80095 2.89623 3.79058 0.003 0.001 0.001 0.104
H 6.14747 4.26284 1.73641 0.005 0.006 -0.002 0.101
C -1.67388 -4.50177 -3.51695 -0.056 0.000 -0.042 -0.025
C -1.07471 -4.60483 -2.12425 0.053 0.012 0.085 -0.642
C -2.13761 -4.35212 -1.06267 -0.055 -0.015 0.012 -0.041
C -0.40877 -5.95753 -1.91447 -0.017 -0.061 0.022 -0.020
O -0.05482 -3.59944 -2.06882 0.167 0.224 0.050 -0.160
Si 0.59183 -2.75060 -0.83054 0.004 -0.014 -0.014 -0.155
S -0.68316 -1.16748 -0.18362 -0.056 0.161 0.051 0.249
O 0.86667 -3.83275 0.35316 -0.116 0.019 -0.097 -0.141
C 1.19704 -3.87900 1.74742 0.010 0.062 -0.142 -0.637
C 0.37235 -2.87631 2.54078 0.018 0.023 0.071 -0.057
C 0.87245 -5.30103 2.17883 0.051 -0.032 0.102 -0.028
C 2.68071 -3.58390 1.90045 0.058 0.027 0.062 -0.023
O 1.91295 -1.98705 -1.39870 -0.196 0.028 0.083 -0.219
C 3.02034 -2.38367 -2.22590 -0.038 -0.008 0.094 -0.636
C 3.56679 -3.71819 -1.74239 0.078 -0.072 -0.042 -0.020
C 2.55658 -2.47763 -3.67168 0.009 0.003 -0.076 -0.030
C 4.04642 -1.27659 -2.05904 0.095 0.054 -0.037 -0.022
H -2.46735 -5.23840 -3.65160 0.001 -0.014 -0.005 0.089
H -0.90516 -4.67434 -4.27094 0.009 0.006 -0.001 0.087
H -2.09053 -3.50537 -3.67220 -0.007 -0.001 0.009 0.085
H -2.94091 -5.08361 -1.16250 -0.014 -0.003 0.014 0.092
H -2.56034 -3.35213 -1.17122 -0.001 -0.007 -0.026 0.071
H -1.71579 -4.44206 -0.05981 0.016 0.001 -0.006 0.074
H -1.14977 -6.75864 -1.94123 -0.002 -0.008 -0.016 0.090
H 0.09693 -5.97979 -0.94884 -0.013 0.006 0.008 0.075
H 0.32737 -6.13966 -2.69883 0.011 0.009 -0.003 0.089
H -0.69562 -3.06212 2.41768 0.001 0.001 -0.020 0.086
H 0.57974 -1.85445 2.22143 0.001 -0.051 0.014 0.017
H 0.62343 -2.96058 3.59962 -0.021 -0.020 0.025 0.093
H -0.19703 -5.49209 2.08043 -0.005 0.003 -0.020 0.085
H 1.15920 -5.46257 3.21936 -0.013 0.003 0.003 0.088
H 1.41164 -6.01451 1.55479 0.014 0.003 -0.003 0.088
H 2.90449 -2.56468 1.57720 -0.014 -0.003 -0.028 0.085
H 3.27272 -4.27882 1.30416 -0.028 -0.019 0.032 0.080
H 2.97522 -3.68366 2.94630 0.028 0.009 0.011 0.091
H 2.79602 -4.49138 -1.77333 -0.019 0.006 -0.013 0.086
H 3.93813 -3.63568 -0.72022 -0.033 0.021 -0.044 0.073
H 4.39125 -4.03381 -2.38387 0.020 -0.011 0.012 0.092
H 1.74469 -3.19690 -3.77448 0.007 -0.016 0.027 0.078
H 3.38986 -2.79071 -4.30322 -0.010 0.013 -0.028 0.091
H 2.20508 -1.50626 -4.02508 0.006 -0.006 0.027 0.061
H 4.39837 -1.23279 -1.02726 -0.008 -0.013 0.011 0.089
H 3.60081 -0.31023 -2.30155 -0.003 -0.015 -0.015 0.076
H 4.90162 -1.44482 -2.71571 0.022 -0.002 0.011 0.091
O -1.04880 2.01286 1.14081 -0.249 -0.093 0.196 -0.600
S -1.91771 1.28068 2.11958 0.463 0.113 -0.233 0.892
C -2.37436 2.52876 3.35454 -0.008 0.103 0.070 -0.272
C -1.10344 3.18180 3.82506 -0.092 -0.035 0.032 -0.296
C -0.79174 4.47233 3.42050 0.087 0.001 -0.065 -0.033
C 0.41611 5.05059 3.78683 -0.030 -0.031 0.002 -0.069
C 1.32210 4.33862 4.55860 0.005 -0.026 -0.006 -0.085
C 1.01493 3.04736 4.96746 0.008 0.055 -0.016 -0.093
C -0.19238 2.47482 4.60337 -0.019 -0.035 0.038 -0.071
C -3.52077 1.06303 1.28878 -0.065 -0.059 -0.002 -0.284
C -4.05846 2.32684 0.69765 0.000 -0.026 -0.005 -0.287
C -3.41951 2.91442 -0.39114 0.025 0.018 -0.073 -0.032
C -3.87951 4.11706 -0.90638 -0.032 -0.033 0.026 -0.062
C -4.98653 4.74005 -0.34608 -0.001 -0.028 0.027 -0.085
C -5.63385 4.15586 0.73477 0.032 0.014 -0.025 -0.084
C -5.16706 2.95796 1.25569 -0.009 0.002 -0.007 -0.061
H -2.89163 2.00285 4.16001 -0.034 -0.008 -0.008 0.104
H -3.04853 3.24655 2.88473 0.057 0.000 0.041 0.089
H -1.48519 5.01567 2.79045 -0.007 0.005 0.000 0.118
H 0.65486 6.05244 3.45568 0.002 0.012 -0.002 0.104
H 2.27017 4.78267 4.83276 0.006 0.005 -0.003 0.103
H 1.72176 2.48304 5.56197 0.002 0.000 0.018 0.102
H -0.42154 1.46043 4.91151 -0.011 -0.004 0.001 0.114
H -4.19657 0.61808 2.02207 -0.018 -0.012 -0.013 0.099
H -3.28222 0.31111 0.53214 -0.062 0.022 0.007 0.070
H -2.54747 2.43740 -0.82008 -0.026 0.003 -0.006 0.099
H -3.36906 4.56317 -1.74905 0.016 0.015 -0.041 0.100
H -5.34573 5.67727 -0.75052 -0.005 0.009 -0.006 0.101
H -6.49940 4.63367 1.17452 -0.012 0.005 0.000 0.101
H -5.67227 2.50407 2.10112 0.001 0.000 0.008 0.113
Te -0.36003 0.19346 -2.80140 0.186 -0.103 -0.184 1.173
C -1.55130 1.72308 -3.63046 0.031 0.059 0.109 -0.617
C -0.98427 2.95931 -3.93115 -0.111 0.063 0.046 -0.146
C -1.75766 3.93862 -4.54029 0.022 -0.049 0.016 -0.088
C -3.08888 3.68824 -4.84415 -0.025 0.035 0.010 -0.094
C -3.65595 2.46147 -4.52904 0.026 -0.011 0.061 -0.088
C -2.89100 1.47713 -3.91845 -0.004 0.076 -0.060 -0.161
H 0.04985 3.16650 -3.68552 0.022 -0.016 0.008 0.096
H -1.31701 4.89864 -4.77537 0.005 0.007 -0.006 0.106
H -3.68818 4.45463 -5.31829 -0.001 0.000 -0.006 0.103
H -4.69778 2.27082 -4.75059 -0.008 -0.004 -0.010 0.105
H -3.34124 0.52376 -3.67121 0.014 -0.024 -0.004 0.094
```
Positions in Å, forces in eV/Å.

Summary:
- Calculated total energy: -124810.2072 eV
- 2S+1: 3
- E_HOMO (spin up / spin down): -6.960 / -7.492 eV
- Energy relative to the best compared isomer or geometry (same formula, charge and spin): 0.079 eV


No. 2
ORCA calculation (ωB97M-V with the def2-TZVPD basis set) on a gas-phase ion, C5H8NO5S (charge -1).

Geometry as XYZ:
```
20
Properties=species:S:1:pos:R:3:forces:R:3:lowdin_charge:R:1
C -0.81430 2.41258 -0.05983 5.209 -1.491 0.320 -0.555
C 0.49268 1.59425 -0.10733 -0.635 1.961 -1.605 -0.076
C -0.31079 0.31947 0.12246 -0.081 0.534 -0.035 -0.418
C -0.00806 -0.57838 1.33304 -0.493 3.267 -0.576 0.009
C -0.44338 -0.40248 -1.20674 3.511 -3.586 4.189 -0.033
N -1.47369 1.28718 0.32947 -4.353 -7.217 1.888 0.002
O -2.60209 -1.50972 0.43439 -0.097 -0.627 0.652 -0.321
O -1.20450 3.52689 -0.25892 -2.215 5.545 -1.213 0.023
O -4.81641 -0.36649 0.45345 2.373 -0.001 -0.216 -0.329
O -3.28790 -0.18288 -1.43828 0.234 0.711 -0.673 -0.288
O -2.69533 0.98137 0.80850 0.948 0.763 -0.844 -0.090
S -3.43175 -0.44872 -0.04581 -2.979 0.032 0.729 0.493
H 0.90028 1.68209 -1.14734 0.489 -0.377 0.767 0.109
H 1.15964 1.96825 0.64529 1.111 -0.298 0.545 0.083
H -0.74467 -1.29570 1.34247 -1.705 -1.500 0.580 0.024
H -0.07727 0.14134 2.15111 0.145 -0.624 0.561 0.099
H 0.91670 -1.06872 1.30581 1.650 -0.277 -0.290 0.067
H -0.82107 -1.40430 -1.06056 -1.061 0.245 -0.508 0.082
H 0.59683 -0.60659 -1.45029 0.441 0.147 -0.344 0.089
H -0.78899 0.24409 -1.84665 -2.493 2.792 -3.927 0.031
```
Positions in Å, forces in eV/Å.

Summary:
- Calculated total energy: -27872.1573 eV
- 2S+1: 3
- E_HOMO (spin up / spin down): -0.009 / -5.743 eV
- Charge: -1
- Energy relative to the best compared isomer or geometry (same formula, charge and spin): 0.431 eV


No. 3
ORCA calculation (ωB97M-V with the def2-TZVPD basis set) on 2 unconnected molecules or ions with the total composition C8H5Br2O4S.

Geometry as XYZ:
```
20
Properties=species:S:1:pos:R:3:forces:R:3:lowdin_charge:R:1
C -2.87356 0.28813 -1.31457 1.629 -0.790 -0.806 -0.128
C -2.43244 1.45095 -0.82114 -0.003 2.873 1.608 -0.126
C -1.85180 -0.62511 -1.57752 1.253 -0.192 0.084 -0.079
C -1.08942 1.69146 -0.54685 0.954 0.489 -0.211 -0.062
C -0.44463 -0.47456 -1.27919 -2.303 0.437 -1.048 -0.019
C -0.07152 0.78851 -0.79623 -2.236 -1.176 0.206 -0.297
C 1.54637 -2.22583 1.99131 -2.015 -1.431 -1.768 -0.355
C 2.52633 -2.17280 2.88919 1.233 1.507 -1.338 -1.118
O 1.80800 0.02506 0.66249 -0.456 1.125 -1.446 -0.455
O 0.73190 -2.53452 1.18439 2.190 0.964 2.407 0.151
O 1.52302 2.39494 0.56707 -0.806 0.970 -0.383 -0.346
O 2.31577 1.23532 -1.42558 0.516 0.145 -0.930 -0.339
S 1.51291 1.19502 -0.23480 2.346 -2.675 2.606 0.413
Br 2.33715 -2.17044 4.74532 -0.213 -0.113 -0.114 0.652
Br 4.09708 -1.19284 2.12278 -1.046 -1.055 0.863 0.636
H -3.89080 0.24708 -1.65732 -0.235 -0.734 0.036 0.095
H -3.19790 2.19626 -0.59941 0.429 0.282 0.002 0.099
H -2.20945 -1.43838 -2.13435 0.157 -1.678 -0.509 0.067
H -0.58710 2.58632 -0.19696 -1.203 0.661 0.370 0.097
H 0.25009 -1.26455 -1.57863 -0.190 0.391 0.370 0.116
```
Positions in Å, forces in eV/Å.

Summary:
- Calculated total energy: -167486.5647 eV
- E_HOMO: -5.286 eV
- Charge: -1
- Energy relative to the best compared isomer or geometry (same formula, charge and spin): 0.977 eV


No. 4
ORCA calculation (ωB97M-V with the def2-TZVPD basis set) on a molecular structure, C43H39BClFeIN9OP.

Geometry as XYZ:
```
97
Properties=species:S:1:pos:R:3:forces:R:3:lowdin_charge:R:1
Fe -0.03170 0.74253 -0.31506 0.002 0.054 0.207 0.645
C 2.90669 -0.45238 -2.19311 -0.117 -0.040 -0.067 -0.008
C 2.98082 0.51282 -1.06913 -0.106 0.034 -0.037 -0.294
C 4.14872 1.14485 -0.64743 0.027 0.006 0.024 0.009
C 3.76533 1.97678 0.37520 0.090 0.015 -0.033 -0.028
N 2.44848 1.84295 0.55376 -0.061 -0.115 0.152 0.045
N 1.94439 0.93553 -0.32637 0.298 0.143 0.066 0.035
B 1.56998 2.72513 1.46170 0.038 -0.090 -0.062 -0.653
N 0.68166 3.57119 0.53280 -0.013 -0.039 -0.070 0.050
C 0.51038 4.88384 0.36066 0.004 0.024 0.034 -0.033
C -0.40107 5.07767 -0.64516 -0.014 0.011 -0.052 0.000
C -0.76485 3.80017 -1.06653 -0.055 -0.078 -0.007 -0.277
C -1.73283 3.55789 -2.17558 0.011 -0.061 0.035 0.012
N -0.11106 2.87820 -0.33636 0.257 -0.177 0.081 0.092
N 0.60132 1.83584 2.26778 0.167 -0.019 0.076 0.037
C 0.31596 1.95350 3.56019 -0.047 -0.035 0.071 -0.026
C -0.52369 0.91780 3.91338 0.065 0.065 0.006 0.010
C -0.70407 0.18048 2.75106 -0.123 -0.150 0.057 -0.309
C -1.46460 -1.09490 2.67539 0.248 0.578 0.465 -0.012
N -0.03243 0.75961 1.73075 0.039 0.138 -0.209 0.037
N 2.47461 3.45801 2.43265 -0.069 0.035 0.044 -0.018
C 2.83443 4.74878 2.66010 0.005 -0.025 -0.030 -0.065
C 3.76706 4.76144 3.66054 0.013 -0.024 0.015 -0.012
C 3.94060 3.40396 4.00845 0.054 -0.001 0.027 -0.348
C 4.85148 2.82354 5.04289 -0.024 0.006 -0.024 -0.028
N 3.16853 2.63036 3.26986 -0.046 0.037 -0.022 0.114
H 3.88815 -0.52505 -2.65807 -0.012 -0.009 -0.006 0.093
H 2.18630 -0.12043 -2.93835 -0.064 -0.076 -0.022 0.051
H 2.63305 -1.44283 -1.83542 -0.022 -0.067 0.008 0.055
H 5.13629 1.00682 -1.05058 -0.001 -0.008 -0.005 0.113
H 4.34171 2.65246 0.98202 -0.023 0.002 0.034 0.129
H 1.02603 5.61069 0.95563 -0.011 -0.019 0.002 0.104
H -0.75971 6.01152 -1.04034 -0.001 0.003 0.001 0.115
H -2.00223 4.52016 -2.60573 -0.014 -0.002 0.007 0.093
H -2.65162 3.08781 -1.82559 -0.016 -0.035 -0.001 0.084
H -1.30222 2.95087 -2.96743 0.022 -0.002 -0.019 0.069
H 0.74654 2.74308 4.15015 0.023 -0.002 -0.003 0.134
H -0.92415 0.69191 4.88578 0.004 0.001 0.004 0.115
H -1.78634 -1.36790 3.67840 0.003 0.042 0.068 0.108
H -0.84245 -1.90208 2.29320 -0.049 0.443 0.374 0.064
H -2.35036 -1.02666 2.04396 0.391 0.213 0.469 0.052
H 2.43241 5.57958 2.11375 0.022 -0.010 -0.010 0.095
H 4.25563 5.62071 4.08625 0.001 0.010 -0.004 0.105
H 5.36095 3.61380 5.59062 0.001 -0.004 0.006 0.076
H 5.60553 2.18629 4.58092 0.005 0.004 -0.003 0.078
H 4.29418 2.21416 5.75367 -0.006 0.003 0.001 0.077
Cl -5.48270 0.07261 -4.17153 0.043 0.004 0.042 0.728
C -3.86508 0.26863 -3.58150 -0.045 0.026 -0.095 -0.602
C -2.82286 0.33529 -4.46492 -0.044 -0.015 0.021 -0.142
C -1.50378 0.50503 -4.01260 0.076 -0.023 -0.188 -0.649
I 0.01622 0.91202 -5.36572 0.006 -0.172 0.019 0.997
C -1.20651 0.52678 -2.66892 0.233 -0.161 0.061 -0.470
O 0.01944 0.67155 -2.18642 -0.601 0.215 0.395 -0.208
C -2.29883 0.51437 -1.76250 -0.229 -0.025 0.079 -0.192
N -1.97836 0.73462 -0.44145 -0.196 0.057 -0.870 0.011
C -2.93026 0.96776 0.42411 -0.088 0.149 0.159 -0.096
C -4.29312 0.91023 0.06530 0.122 0.111 0.189 -0.021
C -4.64136 0.61501 -1.21813 -0.008 -0.011 -0.212 0.005
C -3.63437 0.43119 -2.19849 -0.082 -0.031 0.238 -0.176
H -3.02695 0.28716 -5.52595 0.038 -0.015 -0.001 0.105
H -2.61763 1.18948 1.43707 -0.059 0.028 -0.021 0.125
H -5.04701 1.09901 0.81593 0.030 0.010 0.032 0.122
H -5.68239 0.56757 -1.50801 0.008 -0.033 -0.032 0.106
C 3.50035 -3.87499 0.86352 -0.018 0.019 -0.001 -0.060
C 2.72462 -4.50049 -0.10479 -0.010 0.001 0.004 -0.059
C 1.55774 -3.90415 -0.55604 -0.010 -0.048 -0.004 -0.096
C 1.16259 -2.66666 -0.04693 0.001 0.082 -0.078 -0.381
C 1.94328 -2.04679 0.92725 0.018 0.081 0.010 -0.100
C 3.10638 -2.65052 1.38294 -0.002 -0.033 -0.004 -0.053
P -0.38232 -1.84528 -0.54705 0.419 -0.102 0.197 1.198
C -1.63328 -2.70990 0.48086 -0.304 -0.327 -0.641 -0.375
C -2.94409 -2.23203 0.51338 -0.163 -0.506 -0.610 -0.163
C -3.91751 -2.87029 1.26471 -0.005 -0.104 -0.134 -0.059
C -3.58799 -3.99223 2.01279 -0.021 0.051 0.018 -0.055
C -2.28603 -4.46827 1.99675 0.050 0.011 0.001 -0.049
C -1.31279 -3.83436 1.23546 -0.120 -0.238 -0.305 -0.079
C -0.78321 -2.54372 -2.20246 -0.080 0.092 0.015 -0.315
C -2.07728 -2.96515 -2.51746 0.047 0.102 -0.048 -0.071
C -2.36228 -3.51918 -3.75625 -0.017 -0.001 0.007 -0.060
C -1.35857 -3.68498 -4.69693 -0.026 -0.001 -0.003 -0.061
C -0.06822 -3.28353 -4.39092 0.038 0.108 -0.061 -0.062
C 0.21344 -2.70598 -3.16311 -0.061 0.079 -0.011 -0.099
H 4.41165 -4.34329 1.21107 0.004 -0.001 -0.001 0.111
H 3.02759 -5.45707 -0.50947 0.001 -0.004 0.004 0.112
H 0.95611 -4.40435 -1.30434 0.006 0.002 0.021 0.113
H 1.66119 -1.07585 1.31725 -0.014 -0.062 0.022 0.083
H 3.70652 -2.15701 2.13585 0.001 0.009 -0.001 0.114
H -3.21629 -1.35068 -0.05204 0.006 -0.230 -0.020 0.074
H -4.93115 -2.49053 1.26595 -0.008 0.013 0.012 0.115
H -4.34194 -4.49164 2.60646 -0.003 -0.003 -0.002 0.112
H -2.01934 -5.33798 2.58247 -0.001 -0.009 -0.008 0.114
H -0.30326 -4.22128 1.24301 0.018 0.010 0.015 0.108
H -2.87949 -2.87955 -1.80428 -0.057 0.016 0.104 0.092
H -3.37343 -3.83783 -3.97399 0.002 0.010 -0.004 0.113
H -1.57868 -4.13082 -5.65790 0.004 0.001 0.002 0.112
H 0.72684 -3.40834 -5.11394 0.010 -0.002 0.001 0.114
H 1.22260 -2.40409 -2.95335 0.196 0.088 0.036 0.084
```
Positions in Å, forces in eV/Å.

Summary:
- Calculated total energy: -125657.5266 eV
- 2S+1: 2
- E_HOMO (spin up / spin down): -10.471 / -10.497 eV
- Charge: +1
- Energy relative to the best compared isomer or geometry (same formula, charge and spin): 0.000 eV


No. 5
ORCA calculation (ωB97M-V with the def2-TZVPD basis set) on a gas-phase ion, C3H8N (charge +1).

Geometry as XYZ:
```
12
Properties=species:S:1:pos:R:3:forces:R:3:lowdin_charge:R:1
C 0.57219 0.69844 1.30932 1.539 -0.462 -0.974 0.110
C 0.17695 0.10471 0.18890 -1.133 -0.039 0.321 -0.300
C 0.61824 -1.11382 -0.58367 0.553 0.252 0.767 -0.025
N -1.16012 0.61689 -0.37085 0.974 -0.443 -0.921 0.226
H 0.57649 1.76990 1.46505 -1.230 -0.029 0.553 0.094
H 1.28377 0.14686 1.90483 0.481 0.148 -0.097 0.090
H 0.72784 -0.87001 -1.64448 -0.365 0.009 0.010 0.101
H 1.62313 -1.41493 -0.29426 0.002 0.160 0.287 0.100
H -0.00486 -1.98236 -0.42311 -0.431 -0.179 -0.220 0.093
H -1.89188 0.13723 0.15274 -0.173 0.273 0.090 0.176
H -1.22237 0.27928 -1.33493 -0.235 0.265 -0.075 0.160
H -1.29939 1.62781 -0.36952 0.017 0.043 0.258 0.175
```
Positions in Å, forces in eV/Å.

Summary:
- Calculated total energy: -4722.8041 eV
- SMILES string: C=C(C)[NH3+]
- E_HOMO: -14.984 eV
- Charge: +1
- Energy relative to the best compared isomer or geometry (same formula, charge and spin): 0.623 eV